Here is a structure of composition C33H26ClN7O8S3Y in a non-equilibrium geometry from the Open Molecules 2025 dataset. Energies are from ωB97M-V/def2-TZVPD.

Output
Energy relative to the best compared isomer or geometry (same formula, charge and spin), kcal/mol: 8.0
Calculated total energy, eV: -107534.7525
Orbital gap, eV: 7.0
Highest occupied orbital energy, eV: -5.40

Structure (ORCA input):
```
! RIJCOSX wB97M-V def2-TZVPD def2/J DEFGRID3
* xyz -1 1
Y 2.410 -0.683 0.164
N 3.012 -3.921 3.205
C 2.656 -3.462 1.977
S 3.963 -2.879 1.031
N 1.396 -3.624 1.659
N 1.047 -2.874 0.541
C -0.111 -3.107 0.054
C -0.878 -4.290 0.504
C -0.847 -5.442 -0.314
C -1.552 -6.568 0.106
C -2.214 -6.516 1.320
C -2.325 -5.345 2.089
C -1.603 -4.226 1.661
C -0.573 -2.268 -1.099
C -1.852 -2.553 -1.630
C -2.379 -1.753 -2.640
C -1.545 -0.742 -3.074
C -0.240 -0.614 -2.591
N 0.221 -1.329 -1.603
H 3.942 -3.649 3.501
H 2.332 -3.982 3.931
H -0.247 -5.344 -1.211
H -1.519 -7.512 -0.456
H -2.661 -7.421 1.679
H -2.945 -5.382 3.006
H -1.690 -3.285 2.205
H -2.437 -3.409 -1.312
H -3.386 -1.886 -2.994
H -1.900 -0.002 -3.824
H 0.397 0.122 -3.022
O 4.012 -1.084 -2.039
S 3.450 0.085 -2.687
O 3.173 -0.024 -4.080
O 2.316 0.560 -1.833
C 4.545 1.477 -2.514
C 5.083 1.987 -3.699
C 5.895 3.125 -3.721
C 6.161 3.765 -2.526
C 5.649 3.297 -1.338
C 4.853 2.145 -1.309
S 4.390 1.620 0.358
O 5.163 2.490 1.221
O 4.683 0.169 0.436
O 2.937 1.681 0.462
H 4.791 1.474 -4.612
H 6.339 3.416 -4.644
H 6.768 4.662 -2.478
H 5.824 3.805 -0.414
Cl 3.157 -0.953 5.875
C 3.009 -0.420 4.165
C 1.627 -0.447 3.522
O 0.566 -0.496 4.131
O 1.732 -0.384 2.233
H 3.616 -1.188 3.633
H 3.439 0.598 4.127
N -4.450 2.616 0.877
C -5.484 3.442 0.587
C -6.775 3.590 1.049
C -7.587 4.565 0.551
C -7.091 5.459 -0.403
C -5.787 5.324 -0.850
C -4.941 4.313 -0.379
N -3.624 3.996 -0.656
C -3.385 2.917 0.081
C -2.110 2.206 0.175
C -1.960 1.097 1.023
C -0.776 0.404 1.044
N 0.240 0.793 0.255
C 0.108 1.868 -0.500
C -1.031 2.660 -0.548
H -4.519 1.723 1.356
H -7.113 2.882 1.801
H -8.610 4.611 0.870
H -7.778 6.172 -0.869
H -5.468 5.960 -1.657
H -2.799 0.707 1.615
H -0.621 -0.472 1.653
H 0.949 2.182 -1.070
H -1.040 3.570 -1.138
*
```


Here is a structure of composition C33H26FGeIrN2O7 in a non-equilibrium geometry from the Open Molecules 2025 dataset. Energies are from ωB97M-V/def2-TZVPD.

Output
Energy relative to the best compared isomer or geometry (same formula, charge and spin), kcal/mol: 0.0
Calculated total energy, eV: -114007.6490
Orbital gap (spin up / spin down), eV: 7.9 / 4.3
Highest occupied orbital energy (spin up / spin down), eV: -14.16 / -14.09

Structure (ORCA input):
```
! RIJCOSX wB97M-V def2-TZVPD def2/J DEFGRID3
* xyz 2 5
Ir -0.210 -1.389 -1.920
C -0.520 -0.838 5.975
C -1.064 0.265 5.080
C -2.419 0.803 5.502
C -3.490 -0.269 5.377
C -3.492 -0.861 3.993
C -4.616 -1.464 3.475
C -4.605 -2.003 2.193
F -5.710 -2.577 1.731
C -3.499 -1.956 1.391
C -2.342 -1.351 1.887
C -1.157 -1.291 1.052
O -1.246 -1.783 -0.122
C 0.003 -0.716 1.638
C -0.066 -0.237 2.932
N -1.163 -0.242 3.670
C -2.332 -0.811 3.186
C 1.366 -0.742 1.043
O 2.368 -0.688 1.699
O 1.405 -0.885 -0.297
H -0.525 -0.502 7.012
H 0.506 -1.092 5.709
H -1.122 -1.745 5.904
H -0.351 1.088 5.032
H -2.680 1.663 4.881
H -2.342 1.158 6.530
H -4.476 0.141 5.595
H -3.321 -1.065 6.107
H -5.526 -1.522 4.060
H -3.521 -2.378 0.398
H 0.824 0.167 3.399
O -0.159 1.372 -4.542
C -0.776 1.159 -3.509
O -1.118 -0.007 -3.090
C -1.084 2.367 -2.754
C -0.640 2.512 -1.419
C -0.962 3.649 -0.730
C -1.713 4.669 -1.356
C -2.106 4.515 -2.677
C -1.785 3.410 -3.412
N -2.882 5.601 -3.322
O -3.224 5.406 -4.462
O -3.246 6.498 -2.603
H -0.057 1.727 -0.953
H -0.635 3.780 0.291
H -1.978 5.581 -0.836
H -2.073 3.342 -4.453
Ge 2.839 -1.891 -1.013
C 4.319 -0.770 -1.340
C 4.182 0.617 -1.305
C 5.274 1.421 -1.596
C 6.494 0.843 -1.922
C 6.632 -0.537 -1.955
C 5.546 -1.350 -1.662
C 1.760 -2.297 -2.586
C 1.204 -3.574 -2.848
C 0.692 -3.882 -4.105
C 0.715 -2.934 -5.118
C 1.215 -1.657 -4.884
C 1.732 -1.333 -3.633
H 2.912 -3.089 -0.079
H 3.236 1.072 -1.036
H 5.177 2.498 -1.565
H 7.344 1.473 -2.145
H 7.586 -0.982 -2.203
H 5.669 -2.427 -1.682
H 1.210 -4.331 -2.073
H 0.287 -4.867 -4.292
H 0.336 -3.189 -6.099
H 1.211 -0.915 -5.670
H 2.190 -0.362 -3.476
*
```


Here is a structure of composition C33H26FN7O5PtS3 from the Open Molecules 2025 dataset. Energies are from ωB97M-V/def2-TZVPD.

Output
Energy relative to the best compared isomer or geometry (same formula, charge and spin), kcal/mol: 7.6
Calculated total energy, eV: -93783.7329
Orbital gap, eV: 6.6
Highest occupied orbital energy, eV: -7.18

Structure (ORCA input):
```
! RIJCOSX wB97M-V def2-TZVPD def2/J DEFGRID3
* xyz 0 1
Pt -0.268 -2.531 0.009
N -3.304 -4.514 1.850
C -4.198 -3.952 0.953
C -5.582 -4.035 0.855
C -6.173 -3.299 -0.148
C -5.406 -2.498 -1.015
C -4.034 -2.426 -0.917
C -3.421 -3.188 0.077
N -2.087 -3.326 0.445
C -2.073 -4.085 1.515
C -0.818 -4.312 2.216
C -0.518 -4.960 3.360
S 1.138 -4.759 3.710
C 1.342 -3.814 2.308
N 0.252 -3.675 1.624
H -3.535 -5.071 2.654
H -6.166 -4.638 1.540
H -7.249 -3.325 -0.261
H -5.906 -1.913 -1.775
H -3.459 -1.792 -1.577
H -1.168 -5.512 4.022
H 2.288 -3.375 2.026
C 4.573 3.108 2.482
C 3.749 3.141 1.200
C 4.507 3.682 -0.002
C 5.642 2.743 -0.393
C 5.103 1.354 -0.620
C 5.727 0.476 -1.472
C 5.172 -0.779 -1.708
F 5.816 -1.608 -2.556
C 4.002 -1.177 -1.138
C 3.351 -0.307 -0.249
C 2.067 -0.703 0.330
O 1.598 -1.781 -0.176
C 1.516 0.153 1.312
C 2.140 1.364 1.498
N 3.245 1.787 0.887
C 3.910 0.947 0.015
C 0.243 -0.003 2.174
O -0.005 0.958 2.924
O -0.414 -1.063 2.047
H 4.964 4.102 2.706
H 5.412 2.415 2.394
H 3.956 2.784 3.322
H 2.863 3.755 1.355
H 4.882 4.677 0.236
H 3.811 3.776 -0.839
H 6.410 2.727 0.385
H 6.127 3.094 -1.304
H 6.640 0.759 -1.984
H 3.564 -2.136 -1.373
H 1.658 2.057 2.177
N -5.241 4.324 -0.162
C -4.013 3.771 -0.506
C -3.184 3.227 0.479
C -1.944 2.715 0.154
C -1.518 2.741 -1.172
C -2.332 3.269 -2.164
C -3.575 3.785 -1.831
S 0.044 2.052 -1.599
O 0.231 2.274 -3.017
O 1.034 2.591 -0.701
N -0.123 0.499 -1.230
C -0.637 -0.366 -2.075
S -1.164 -0.087 -3.741
C -1.545 -1.766 -3.929
C -1.268 -2.434 -2.805
N -0.798 -1.669 -1.751
H -5.634 4.036 0.717
H -5.915 4.424 -0.900
H -3.517 3.208 1.512
H -1.313 2.293 0.928
H -1.983 3.277 -3.188
H -4.214 4.205 -2.601
H -1.903 -2.170 -4.863
H -1.366 -3.500 -2.659
*
```


Here is a structure of composition C33H26IN8O2PbS2 from the Open Molecules 2025 dataset. Energies are from ωB97M-V/def2-TZVPD.

Output
Energy relative to the best compared isomer or geometry (same formula, charge and spin), kcal/mol: 46.0
Calculated total energy, eV: -85651.4037
Orbital gap, eV: 3.6
Highest occupied orbital energy, eV: -14.02

Structure (ORCA input):
```
! RIJCOSX wB97M-V def2-TZVPD def2/J DEFGRID3
* xyz 3 1
Pb -0.442 -0.445 -1.373
O 1.467 2.447 -0.520
S 2.668 1.362 -0.260
O 3.150 1.635 1.047
N 2.026 0.043 -0.626
C 2.572 -1.159 -0.046
C 3.914 -1.410 0.017
C 4.417 -2.566 0.646
C 3.559 -3.454 1.218
C 2.163 -3.233 1.151
C 1.242 -4.117 1.755
C -0.096 -3.871 1.680
C -0.525 -2.760 0.946
N 0.300 -1.910 0.357
C 1.657 -2.097 0.484
C 3.861 1.912 -1.413
C 3.998 1.301 -2.655
C 4.954 1.791 -3.530
C 5.788 2.846 -3.140
C 5.682 3.408 -1.877
C 4.717 2.941 -0.994
H 4.617 -0.700 -0.403
H 5.485 -2.729 0.681
H 3.928 -4.334 1.729
H 1.617 -4.988 2.280
H -0.825 -4.518 2.144
H -1.583 -2.580 0.812
H 3.371 0.461 -2.926
H 5.087 1.332 -4.500
H 6.553 3.199 -3.820
H 6.357 4.196 -1.572
H 4.636 3.348 0.005
I -4.477 -5.420 -2.722
C -3.805 -3.683 -1.874
C -4.424 -2.921 -0.907
N -3.620 -1.872 -0.650
N -2.506 -1.898 -1.412
C -2.617 -3.000 -2.154
H -5.368 -3.047 -0.404
H -3.804 -1.094 -0.039
H -1.850 -3.267 -2.864
N -5.609 4.092 1.862
C -6.721 4.884 1.689
C -7.527 5.574 2.600
C -8.571 6.282 2.060
C -8.821 6.313 0.664
C -8.026 5.637 -0.222
C -6.950 4.906 0.307
N -6.005 4.143 -0.341
C -5.231 3.680 0.609
C -4.108 2.811 0.331
C -3.245 2.317 1.317
C -2.211 1.481 0.961
N -1.982 1.107 -0.309
C -2.810 1.586 -1.262
C -3.858 2.426 -0.994
H -5.186 3.860 2.744
H -7.344 5.560 3.665
H -9.230 6.833 2.718
H -9.661 6.889 0.300
H -8.213 5.653 -1.286
H -3.364 2.571 2.360
H -1.537 1.089 1.714
H -2.623 1.264 -2.283
H -4.507 2.786 -1.781
S 2.732 4.360 -3.542
C 2.434 4.202 -1.973
C 1.304 3.228 -1.665
N 0.985 2.510 -2.880
C 1.571 2.972 -3.886
H 2.851 4.873 -1.232
H 0.427 3.846 -1.419
H 1.441 2.650 -4.913
*
```


Here is a structure of composition C33H26MgN7OS2 from the Open Molecules 2025 dataset. Energies are from ωB97M-V/def2-TZVPD.

Output
Energy relative to the best compared isomer or geometry (same formula, charge and spin), kcal/mol: 0.9
Calculated total energy, eV: -74241.5253
Orbital gap, eV: 5.8
Highest occupied orbital energy, eV: -4.38

Structure (ORCA input):
```
! RIJCOSX wB97M-V def2-TZVPD def2/J DEFGRID3
* xyz -1 1
Mg -2.018 -2.693 1.471
S -3.991 -2.492 2.957
C -3.018 -3.456 4.029
S -1.474 -4.044 3.488
C -3.475 -3.753 5.306
C -4.726 -3.278 5.792
N -5.730 -2.882 6.201
C -2.708 -4.534 6.218
N -2.098 -5.176 6.957
C 6.633 7.929 -1.144
O 5.220 7.939 -1.200
C 4.572 6.786 -0.884
C 3.179 6.834 -0.946
C 2.432 5.718 -0.645
C 3.053 4.522 -0.273
C 4.438 4.487 -0.213
C 5.205 5.607 -0.516
C 2.217 3.359 0.041
N 0.907 3.364 0.067
C 0.544 2.082 0.399
C 1.654 1.292 0.575
N 2.725 2.123 0.345
C 1.597 -0.093 0.927
C 2.687 -0.948 1.125
C 2.457 -2.258 1.470
C 1.139 -2.701 1.615
N 0.103 -1.910 1.424
C 0.309 -0.630 1.087
C -0.880 0.191 0.901
N -2.063 -0.428 1.061
C -3.169 0.273 0.913
C -3.163 1.630 0.569
C -1.962 2.269 0.386
C -0.777 1.544 0.559
H 6.953 8.929 -1.426
H 7.053 7.204 -1.845
H 6.989 7.707 -0.135
H 2.706 7.764 -1.235
H 1.352 5.749 -0.690
H 4.960 3.584 0.079
H 6.281 5.541 -0.456
H 3.696 1.872 0.375
H 3.701 -0.583 1.012
H 3.274 -2.946 1.636
H 0.913 -3.721 1.903
H -4.097 -0.260 1.082
H -4.102 2.151 0.451
H -1.909 3.315 0.114
C -2.680 -1.870 -4.221
N -2.665 -1.443 -2.837
C -1.311 -1.139 -2.419
C -3.350 -2.365 -1.917
C -2.645 -3.674 -1.615
C -2.672 -4.672 -2.593
C -1.999 -5.870 -2.412
C -1.309 -6.076 -1.227
C -1.326 -5.093 -0.243
C -1.985 -3.860 -0.385
H -2.325 -1.051 -4.852
H -3.700 -2.116 -4.523
H -2.043 -2.746 -4.418
H -0.904 -0.350 -3.057
H -0.638 -2.010 -2.465
H -1.318 -0.780 -1.391
H -4.342 -2.549 -2.341
H -3.496 -1.830 -0.975
H -3.245 -4.519 -3.503
H -2.028 -6.639 -3.176
H -0.785 -7.011 -1.055
H -0.826 -5.321 0.697
*
```


Here is a cluster of 2 separate species, C33H27Cl3OP in total in a non-equilibrium geometry from the Open Molecules 2025 dataset. Energies are from ωB97M-V/def2-TZVPD.

Output
Calculated total energy, eV: -83555.9747
Orbital gap, eV: 5.3
Highest occupied orbital energy, eV: -10.59

Structure (ORCA input):
```
! RIJCOSX wB97M-V def2-TZVPD def2/J DEFGRID3
* xyz 1 1
Cl 0.095 -1.123 6.599
C -0.320 -0.946 4.947
C 0.684 -0.736 3.994
C 0.337 -0.563 2.656
C -1.012 -0.632 2.258
P -1.331 -0.529 0.445
C -1.145 -2.309 0.000
C -1.236 -2.625 -1.368
C -1.213 -3.952 -1.788
C -1.066 -4.973 -0.840
Cl -0.997 -6.606 -1.353
C -0.928 -4.675 0.520
C -0.961 -3.336 0.935
C -3.173 -0.426 0.483
C -3.720 0.858 0.664
C -5.096 1.028 0.792
C -5.938 -0.089 0.728
Cl -7.634 0.115 0.848
C -5.415 -1.370 0.522
C -4.029 -1.533 0.391
C -2.010 -0.800 3.227
C -1.669 -0.967 4.575
H 1.720 -0.685 4.308
H 1.116 -0.369 1.919
H -1.320 -1.833 -2.110
H -1.280 -4.201 -2.841
H -0.770 -5.465 1.244
H -0.833 -3.124 1.996
H -3.067 1.731 0.701
H -5.524 2.017 0.916
H -6.073 -2.226 0.433
H -3.645 -2.537 0.209
H -3.068 -0.794 2.962
H -2.446 -1.082 5.322
C 4.663 4.897 2.591
O 3.269 5.017 2.252
C 2.740 4.171 1.328
C 1.388 4.425 0.983
C 0.739 3.603 0.094
C 1.366 2.427 -0.437
C 0.656 1.569 -1.345
C 1.242 0.865 -2.445
C 0.377 0.162 -3.347
C 0.889 -0.634 -4.345
C 2.273 -0.740 -4.547
C 2.788 -1.713 -5.560
C 3.137 0.080 -3.802
C 2.630 0.917 -2.814
C 2.726 2.195 -0.067
C 3.409 3.045 0.787
H 4.831 5.673 3.331
H 4.884 3.910 3.016
H 5.294 5.069 1.708
H 0.889 5.265 1.460
H -0.262 3.867 -0.259
H -0.439 1.631 -1.338
H -0.703 0.321 -3.260
H 0.219 -1.216 -4.985
H 3.863 -1.900 -5.448
H 2.260 -2.674 -5.470
H 2.614 -1.363 -6.589
H 4.211 0.055 -4.011
H 3.298 1.665 -2.381
H 3.274 1.347 -0.484
H 4.441 2.821 1.089
*
```


- Which value of calculated total energy does entry 3 give?
  -93783.7329 eV